Computed, not measured: a 2-piece molecular cluster, C6H12O overall, with wB97M-V/def2-TZVPD.

CARTESIAN COORDINATES (ANGSTROEM)
H1 0.92 1.59 -0.64
O1 1.81 -0.19 -0.14
C1 -1.02 0.53 2.44
H2 1.87 0.17 0.76
H3 -2.26 -0.65 0.40
H4 -0.66 0.13 -3.48
C2 1.06 0.38 -2.32
H5 -1.28 1.26 1.68
C3 -0.24 0.53 -2.57
H6 2.64 1.41 -1.17
C4 -2.05 -1.38 1.17
H7 -0.91 1.03 -1.89
H8 -2.96 -1.84 1.57
H9 1.70 -0.12 -3.04
C5 -1.26 -0.77 2.29
H10 -1.48 -2.20 0.72
C6 1.68 0.91 -1.05
H11 -0.98 -1.37 3.15
H12 -0.48 0.85 3.32

SMILES: C=CCO.C=CC
HOMO-LUMO gap: 0.390 Eh
energy: -8462.112 eV
energy above the lowest of the compared OMol25 structures with the same formula, charge and spin: 216.3 kJ/mol
E_LUMO: 0.99 eV
E_HOMO: -9.624 eV

Want to see where the charge sits? The Mulliken charges in e are: atom 1 (H): 0.26, atom 2 (O): -0.53, atom 3 (C): -0.86, atom 4 (H): 0.30, atom 5 (H): 0.22, atom 6 (H): 0.26, atom 7 (C): 0.01, atom 8 (H): 0.24, atom 9 (C): -0.77, atom 10 (H): 0.29, atom 11 (C): -0.91, atom 12 (H): 0.19, atom 13 (H): 0.31, atom 14 (H): 0.31, atom 15 (C): 0.17, atom 16 (H): 0.26, atom 17 (C): -0.33, atom 18 (H): 0.30, atom 19 (H): 0.27